(1)
Entry from the OMol25 dataset: a 2-piece molecular cluster, H3P3 overall (ωB97M-V/def2-TZVPD).

XYZ file:
```
6
Properties=species:S:1:pos:R:3:forces:R:3
H 1.23491 -1.13108 1.18568 -0.4 1.1 -0.7
P 0.12494 1.49412 0.02458 0.2 -0.5 -1.4
H 0.00650 1.10253 -2.34682 0.1 0.5 2.1
H -1.13362 -0.72268 1.33733 -0.3 0.9 -0.6
P -1.22344 -0.21259 -0.04302 0.1 -1.2 0.7
P 0.99071 -0.53029 -0.15776 0.3 -0.9 -0.1
```
Forces are in eV/Å.

Results
- Kohn-Sham gap (spin up / spin down): 0.2740 / 0.2900 Eh
- HOMO level (spin up / spin down): -9.04 / -9.04 eV
- E: -27910.9350 eV
- Relative energy (zero: lowest compared OMol25 entry of this formula, charge and spin): 2.823 eV

=====

(2)
Entry from the OMol25 dataset: C40H53BaN6OP as an isolated structure (ωB97M-V/def2-TZVPD).

XYZ file:
```
102
Properties=species:S:1:pos:R:3:forces:R:3
C 2.17431 1.67649 -1.67629 -0.1 -0.1 0.0
C -3.04656 1.92577 3.93357 0.0 0.0 0.0
H 1.14331 6.19726 3.00795 0.0 0.0 0.0
N -0.45745 2.20123 0.49959 0.0 0.1 0.1
H -3.65029 1.74203 6.00783 0.0 0.0 0.0
H -0.51049 -2.34485 3.37371 0.0 0.0 0.0
H 2.77675 -1.40490 -2.18745 0.0 0.0 0.0
H 1.22582 -5.16859 1.72188 0.0 0.0 0.0
C -2.62191 3.87575 -2.01692 0.1 0.0 0.0
C -6.15263 -2.12742 0.49430 0.0 0.0 -0.1
C 2.75692 -0.51558 3.12077 0.0 -0.2 -0.1
H -5.43067 -5.04311 0.09988 0.0 0.0 0.0
H -3.08721 5.98110 2.23374 0.0 0.0 0.0
C 0.48759 -5.00123 3.76028 0.1 0.0 0.0
H 3.43614 -1.27904 3.48205 0.0 0.0 0.0
C -2.38763 1.42726 -3.01611 -0.1 0.2 -0.1
H -4.38423 -2.76652 2.85833 0.1 0.0 0.0
C 1.88566 1.56536 3.32367 -0.1 0.0 -0.1
N -1.80856 1.66736 -1.84361 0.0 0.0 0.0
H -5.45035 -0.86081 2.09757 0.0 0.0 0.0
H 2.00582 -1.68645 1.47484 0.0 0.1 0.0
H -4.97004 2.11210 4.93105 0.0 0.0 0.0
H 2.58155 1.78248 -0.66699 0.0 0.1 0.0
C 1.08970 1.37104 2.19290 -0.1 0.1 0.1
C -1.40341 4.39011 0.61109 -0.1 -0.1 0.1
Ba -0.60638 -0.32263 -0.45242 0.1 -0.6 -0.3
H 1.86905 2.49436 3.87712 0.0 0.0 0.0
H -5.34832 -5.14806 1.83913 0.0 0.0 0.0
H 2.78234 2.10380 -3.69789 0.0 0.0 0.0
C -3.07638 2.42445 -3.69551 0.0 -0.2 0.0
H -1.85326 -3.56427 4.76774 0.0 0.0 0.0
H -6.76075 -3.30182 2.18221 0.0 0.0 0.0
C -2.21441 6.47562 2.64182 0.1 0.1 0.0
H 1.69601 -3.69423 2.53060 0.0 0.0 0.0
C 1.96308 -0.73859 2.00217 0.1 0.1 0.2
H 0.55686 3.81808 3.27480 0.0 0.0 0.0
H 4.51228 0.25089 -1.97797 0.0 0.0 0.0
H 1.32364 2.34857 -1.79459 0.0 0.0 0.0
C -4.02086 -2.46855 1.87035 -0.1 -0.1 0.0
H -5.15732 -0.14060 4.15506 0.0 0.0 0.0
N -1.31520 8.32081 3.86769 0.0 0.1 0.0
C -0.94530 5.91716 2.52521 0.0 0.1 0.0
H -3.53641 2.23013 -4.65658 0.0 0.0 0.0
H -5.84596 -2.29108 -0.54378 0.0 0.0 0.0
C -5.33295 -4.44190 1.00594 0.0 -0.1 0.0
H -2.30365 0.43063 -3.43740 0.0 0.0 0.0
C -4.06067 1.51628 5.02179 0.0 0.1 0.0
C 0.18874 2.43791 1.65422 0.1 0.2 0.1
H -1.24791 -5.85990 4.72672 0.0 0.0 0.0
C 2.58916 -0.44401 -2.66626 -0.1 0.0 0.0
P -2.35271 -1.71647 2.04701 0.2 -0.1 -0.1
N 1.13755 0.20047 1.55184 -0.1 0.0 -0.1
C -6.51065 -3.46344 1.12903 0.0 0.0 0.0
C -3.98073 -3.71520 0.97701 0.0 0.1 0.0
C -1.81450 -4.01029 3.77299 0.0 0.1 -0.1
H -1.40859 -0.25882 3.61548 0.0 0.0 0.0
C -3.19339 -0.83782 4.69029 0.1 0.0 0.0
H 0.71307 8.34171 4.18839 0.0 0.0 0.0
C -1.90656 2.89551 -1.32767 -0.1 0.1 0.1
C 0.05968 3.64163 2.33322 0.0 -0.1 -0.1
H -3.31724 8.13381 3.45314 0.0 0.0 0.0
H -2.49736 -0.73658 5.52800 0.0 0.0 0.0
C -2.99523 0.88911 2.81658 0.0 0.0 -0.1
H -3.29038 2.91351 3.53524 0.0 0.0 0.0
O 1.67885 0.31388 -1.81467 -0.1 -0.1 0.0
H -2.02481 5.16567 0.19129 0.0 0.0 0.0
C 0.86306 -4.39275 2.39827 0.1 0.0 0.0
C -0.10609 7.78536 3.74609 0.1 0.0 0.0
C 3.82663 0.42236 -2.80966 0.0 0.0 0.0
N 2.70645 0.63164 3.78038 0.0 0.0 0.0
C -4.42092 0.03156 4.94638 -0.1 0.0 0.0
N -3.19489 3.64189 -3.18805 0.0 0.0 0.0
H -3.98718 0.76404 2.37461 0.0 0.0 0.1
H 0.05313 -2.94081 1.01356 0.0 0.0 0.0
H -3.73614 -3.40031 -0.04540 0.0 0.0 0.0
H 3.97405 2.59016 -2.49064 0.0 0.0 0.0
H -4.90887 -0.27793 5.87127 0.0 0.0 0.0
H -2.84701 -4.23973 3.51030 0.0 0.0 -0.1
H -0.91917 -4.37415 1.15759 0.0 -0.1 0.0
C -2.46598 -0.44336 3.37683 0.0 0.2 0.0
C -2.34171 7.67538 3.32953 -0.1 -0.1 -0.1
H -2.73002 4.87901 -1.62770 0.0 0.0 -0.1
H -7.01680 -1.46284 0.45301 0.0 0.0 0.0
C -5.02394 -1.44773 1.28068 0.1 0.1 0.1
H -2.04268 2.01044 4.36651 0.0 0.0 0.0
H 2.09526 -0.60831 -3.62560 0.0 0.0 0.0
C 0.13576 6.58412 3.09344 -0.2 0.0 0.0
C -0.75854 4.63687 1.81620 0.0 0.0 0.0
H -1.28316 -5.95753 2.98442 0.0 0.0 0.0
C -1.23978 3.16488 -0.01766 0.1 0.2 0.0
H 0.73427 -4.30381 4.56705 0.0 0.0 0.0
C -1.19916 -2.97560 2.79438 -0.1 0.0 0.2
C 3.23813 1.82976 -2.74479 0.0 0.0 0.0
H -3.19418 -4.40569 1.27503 0.1 0.0 0.1
C -0.32430 -3.67309 1.74650 -0.1 0.1 -0.2
H -3.48070 -1.88787 4.67641 0.0 -0.1 0.0
H -4.50555 -0.72828 0.63356 0.0 0.0 0.0
H -2.34130 1.23048 2.00312 0.0 0.0 0.1
H -7.40418 -3.88704 0.67095 0.0 0.0 0.0
C -1.00190 -5.30719 3.81930 0.0 -0.1 0.0
H 1.08174 -5.89543 3.94500 0.0 0.0 0.0
H 4.36257 0.22350 -3.73511 0.0 0.0 0.0
```
Forces are in eV/Å.

Results
- Kohn-Sham gap: 0.2742 Eh
- HOMO level: -13.70 eV
- E: -63300.9657 eV
- Relative energy (zero: lowest compared OMol25 entry of this formula, charge and spin): 0.000 eV
- Charge: +2

=====

(3)
Entry from the OMol25 dataset: a 7-piece molecular cluster, C10H16Cl18NS overall (ωB97M-V/def2-TZVPD).

XYZ file:
```
46
Properties=species:S:1:pos:R:3:forces:R:3
H 2.44344 1.62839 2.11106 0.0 0.0 -0.1
H -2.60065 0.19968 0.69344 0.0 -0.1 0.3
Cl -2.52791 -5.34591 -0.14672 0.0 0.0 0.0
Cl -6.49963 -0.39649 1.34218 0.0 0.0 0.0
Cl -1.31481 4.02567 -1.15114 -0.1 -0.1 0.0
C -1.69903 0.74600 0.97707 0.0 0.1 -0.8
H -3.25951 5.21192 -1.70171 0.0 0.0 0.0
C 6.61512 1.83017 0.53518 0.1 -0.1 0.1
Cl -2.41498 6.38695 0.13163 0.0 0.0 0.0
S 1.96310 0.74087 -0.00840 0.1 -0.6 -0.7
Cl 2.15042 3.50968 -1.74520 0.0 0.2 -0.1
H 3.21972 5.51298 -2.32108 0.0 0.0 0.0
Cl 2.69772 -8.93042 -0.07644 0.0 0.0 0.0
H -1.70798 1.71337 0.48074 0.0 0.0 0.0
H -0.67807 -5.26348 -1.56812 -0.2 0.1 -0.1
Cl -5.46627 2.16512 2.23516 -0.1 -0.1 0.1
Cl 1.05137 -6.63745 -0.74692 0.2 -0.1 0.1
H 0.37241 -8.82827 -0.26922 0.0 0.0 0.0
Cl 2.56666 4.64496 -4.38535 0.0 0.0 0.0
H 0.84949 -1.61070 1.15362 -0.1 -0.3 -0.2
Cl 0.96200 6.08947 -2.45109 0.2 0.1 0.0
C -2.78871 4.92563 -0.77097 0.0 -0.1 0.1
C -6.85797 1.32007 1.53834 0.0 0.0 0.0
N 0.36213 0.54686 -0.24892 -1.0 1.2 1.1
H -0.32982 -1.19520 2.39045 -0.2 -0.1 0.0
H 3.31366 0.09288 1.82670 0.0 0.1 -0.1
Cl -2.48334 -4.97215 -3.02358 0.0 0.0 0.0
H -7.04022 1.73810 0.55755 0.0 0.0 0.0
H -1.67540 0.90898 2.05742 -0.2 -0.2 0.0
C -0.17648 -1.28161 1.31089 0.4 0.4 0.7
Cl 6.67050 1.87791 2.29134 0.0 0.0 0.0
H 1.61559 0.06375 2.30066 -0.1 0.0 -0.1
Cl 7.57095 0.51004 -0.10553 0.0 0.0 0.0
Cl -1.24205 -3.00216 -1.28250 0.0 -0.1 -0.3
Cl 4.92444 1.70452 -0.02073 0.1 0.2 -0.2
C 2.33170 5.01559 -2.68593 0.0 0.0 -0.1
C -1.61883 -4.72721 -1.51893 -0.1 -0.1 -0.1
C -0.44711 0.01919 0.63670 0.5 -0.4 -0.4
H 7.00654 2.76248 0.15118 0.0 0.0 0.0
Cl -8.29219 1.56365 2.51866 0.0 0.0 0.0
H -0.88008 -2.02764 0.93166 0.1 0.1 0.1
C 2.36077 0.61117 1.73486 0.1 -0.2 0.5
C 1.19879 -8.40884 -0.82657 0.0 -0.1 -0.1
Cl -3.90414 3.89077 0.12853 0.1 0.2 -0.1
Cl 1.08381 -8.95875 -2.48977 0.0 0.0 0.0
H 2.57489 -0.37057 -0.49016 0.1 -0.2 0.3
```
Forces are in eV/Å.

Results
- Kohn-Sham gap: 0.3261 Eh
- HOMO level: -12.94 eV
- E: -248349.5130 eV
- Charge: +1

=====

(4)
Entry from the OMol25 dataset: one molecule with the formula CH8N3P (ωB97M-V/def2-TZVPD).

XYZ file:
```
13
Properties=species:S:1:pos:R:3:forces:R:3
H 1.41713 -1.87696 0.23072 -0.7 0.7 0.4
N 0.25992 1.32652 0.94540 -5.3 -0.6 -1.0
H -2.02067 -1.59608 0.17438 0.5 0.5 0.5
H -0.55416 1.33296 1.61306 1.6 0.7 -0.4
C -1.48177 -0.75902 0.63660 -2.6 0.7 1.0
N 1.36585 -0.84905 0.26292 3.1 -3.1 0.9
H 2.18040 -0.60460 -0.31690 -0.9 0.6 0.2
P -0.03933 -0.07750 0.02724 2.8 1.3 -5.5
H 1.11535 1.29406 1.36639 2.6 -0.2 1.7
H -2.04976 0.21143 0.68867 -0.5 -1.1 0.7
H 0.63589 1.61381 -1.65100 -0.4 0.7 -0.6
N 0.42509 0.63093 -1.66899 0.3 -0.4 2.6
H -0.01308 0.21198 -2.45895 -0.4 0.1 -0.5
```
Forces are in eV/Å.

Results
- Kohn-Sham gap (spin up / spin down): 0.1886 / 0.2630 Eh
- HOMO level (spin up / spin down): -3.50 / -9.16 eV
- ⟨S²⟩: 2.01
- Spin multiplicity: 3
- E: -14920.6555 eV
- Relative energy (zero: lowest compared OMol25 entry of this formula, charge and spin): 0.986 eV

=====

(5)
Entry from the OMol25 dataset: a 10-piece molecular cluster, C37H62N2O24 overall (ωB97M-V/def2-TZVPD).

XYZ file:
```
125
Properties=species:S:1:pos:R:3:forces:R:3
H 0.44824 -2.36150 -0.82165 0.1 1.0 -0.2
H -0.62076 3.83250 0.35435 1.6 0.9 -1.2
C 1.50124 6.70550 -3.05565 -0.1 0.7 -4.0
H -1.75276 0.14950 5.19635 0.2 1.1 -0.6
H -4.51876 -5.54450 0.80535 -0.1 0.1 0.2
H 1.69624 7.24050 -4.04365 -0.1 -0.9 1.2
C 1.95124 2.19050 -1.85965 -3.0 -1.9 3.1
H 3.32624 0.65950 0.24535 0.8 -1.4 0.9
O 1.13724 -0.97450 2.89735 0.0 0.1 -0.8
C 3.85424 4.22250 3.42335 2.4 0.0 4.0
H 1.75824 -3.47450 -2.34765 0.4 -0.4 1.1
H 1.97624 2.37750 -0.73965 0.1 0.3 -1.4
H -1.36576 -8.64650 -2.05965 0.5 0.1 0.0
O 2.93524 3.42950 2.99335 -0.5 -3.2 0.3
C -0.56976 -8.18750 -2.66365 -0.9 -0.1 2.1
C -3.15676 2.90150 5.68835 -6.4 -3.6 -5.6
C 4.71724 -1.80550 0.06935 -0.8 -3.0 -0.1
H 2.75924 -5.28750 0.86935 0.1 -0.4 -0.3
H -1.81576 -1.17450 -5.24065 -0.8 1.2 0.6
H 3.95224 5.17050 -0.05765 0.3 -1.5 0.1
H 0.10624 -0.57550 -1.34165 0.5 -1.5 1.5
H -0.20376 -8.83950 -3.35865 0.7 -1.9 -1.8
C -4.04876 4.76550 7.03835 -2.4 -2.0 -1.4
C -1.11976 3.17850 0.98935 1.3 -2.2 -0.3
C -2.85776 -4.20950 1.49635 0.2 -1.1 -1.7
C -3.56476 -5.14650 0.46435 1.2 -0.9 1.2
C -3.28176 0.04650 -4.00865 -0.9 1.0 -1.2
O 1.98324 5.40750 -3.21365 0.6 -1.4 -1.6
O -2.60176 -0.07550 -2.80865 2.0 1.6 1.6
O 3.71124 5.38650 2.87635 1.8 2.2 0.6
H -3.70676 1.09050 -4.05865 0.2 -1.1 0.1
H -1.24976 1.54550 -0.44865 -0.3 1.0 0.5
H -0.96476 -7.36150 -3.14865 -0.7 1.8 -0.7
O -2.04476 2.17950 5.47935 -1.3 2.2 1.7
C 0.06324 -1.11950 0.83035 2.1 -0.8 -1.2
H -1.65976 3.81650 1.59635 -1.6 0.8 1.7
H -2.97176 0.83350 4.18935 -1.9 0.1 -0.3
H 0.08124 -3.89350 -2.81865 0.9 0.8 -0.5
C 2.77124 5.39450 1.83535 -0.8 -0.3 1.3
H 1.58624 -4.39950 -0.16165 0.2 -0.3 0.5
O -4.35176 2.60050 4.94235 6.7 2.2 4.6
H -3.94976 -2.47150 0.88935 0.1 -0.1 0.9
C 4.34024 0.48650 0.75335 -0.9 0.8 -0.6
O 0.58824 -7.85850 -1.91365 1.0 1.3 1.8
H 6.33724 -0.43850 0.14135 -1.3 0.0 -0.1
H -2.85376 -5.97750 0.34135 -0.5 -0.1 -0.1
H -0.44076 2.49050 1.53135 0.0 1.1 0.1
O -3.92176 1.25550 0.20035 -2.4 -2.5 0.7
H -1.87976 -3.94250 1.02135 -0.8 0.2 0.4
H -1.30976 0.52350 -4.98465 -0.9 -0.3 0.7
O -2.82176 2.86750 -0.72265 0.4 0.0 0.4
C -4.36476 -1.07650 -3.85365 0.2 -1.5 0.0
O 1.20724 4.75250 -1.05165 2.8 -1.0 -7.5
H 1.34224 -4.90850 -3.42565 0.5 1.7 0.2
C 0.64424 -1.39450 -3.83865 -0.4 -1.8 -3.7
C 0.54324 -6.79150 -1.13265 -4.7 6.3 0.8
C 0.63124 -1.28050 -0.57265 -0.9 0.6 -1.8
O -4.87276 2.42350 -1.47165 0.6 -0.8 0.9
H -5.44376 -0.90550 -3.78765 0.4 0.8 -0.7
C -2.05176 1.06450 4.62235 0.9 -1.2 0.4
H 5.23324 0.29050 2.72235 1.0 -0.5 0.4
O 2.67124 -2.17450 -4.43265 1.7 -1.8 -0.1
C 3.53824 5.83450 0.66235 -1.1 3.5 -2.8
H -0.29076 -1.59950 -3.35365 0.1 0.4 1.2
C 1.15324 -3.80950 -3.15965 -0.2 -1.6 -0.5
H 1.18424 3.98250 2.12935 1.1 -0.7 -0.7
O 1.63624 -0.60250 -3.29865 0.7 -0.1 1.5
H 1.96324 6.00950 2.27635 0.3 0.4 -1.3
H 4.56124 1.54250 0.69435 1.4 0.3 -0.2
O -4.07176 -1.59850 -2.54365 -2.6 -1.0 -1.7
H 3.56924 0.86550 2.77135 1.2 -1.3 -0.9
O 2.06624 3.26050 -2.67265 1.0 4.1 -2.7
C 2.28524 3.95450 1.90835 -2.1 0.7 -2.0
C -3.08176 -0.99150 -2.03465 1.4 -2.1 4.9
H -0.92476 -1.51950 0.83335 -0.9 0.4 0.1
O 1.73024 -6.39450 -0.60065 -1.2 -2.1 -0.8
H -2.43076 0.27850 1.28135 -0.6 1.9 -0.4
H 0.47224 6.75450 -2.91465 -1.8 -0.3 0.6
H 2.93724 6.48550 -0.06365 0.3 -0.8 1.2
C 0.94724 -1.90750 1.81435 -1.5 0.6 0.7
H 1.16424 -3.16850 -5.20265 -0.6 -0.1 -1.1
H -3.04576 1.96850 1.86335 -0.3 -0.6 0.7
O 3.86224 -0.51250 -3.48765 -1.1 -0.8 -0.4
H -5.08876 4.36650 7.27435 1.8 -0.4 -0.2
C 1.78624 -5.33250 0.39635 -2.0 0.5 -0.8
C -3.69476 -3.00850 1.83635 1.9 1.1 -1.3
H 5.14324 -0.24150 -1.18765 0.0 0.1 0.0
H 2.66624 1.45650 -2.12365 0.9 -0.5 -0.4
H 2.58424 3.46650 0.95335 -0.7 -0.2 0.8
H 2.01724 7.18850 -2.34065 1.6 1.6 2.7
C 1.73624 4.50650 -2.34965 -3.1 -0.9 9.4
H 0.41724 -2.74250 2.24135 -0.1 -0.4 0.0
C 1.41024 -2.76950 -4.25565 -2.7 1.8 1.2
N 4.27424 -2.88650 0.16835 0.9 2.5 -0.1
H 3.80824 -0.85750 2.32535 0.7 -0.1 0.6
H 0.94924 -5.49350 1.10335 0.6 0.1 -0.2
C 4.30024 0.11750 2.24835 -3.4 1.7 -0.6
N -1.98976 -1.50950 3.19635 -2.4 -2.8 -1.9
H -3.69876 -4.76750 -0.53865 0.1 0.8 0.0
C -1.89576 2.22350 0.18735 0.4 -1.5 -1.5
O 4.64524 3.98150 4.32735 -1.1 0.1 -1.7
C -3.96976 2.17150 -0.69665 -0.5 2.4 -2.7
O -0.60476 -5.95150 -1.01465 6.4 -5.2 -0.5
H -4.54976 -3.27250 2.38835 -1.1 -0.2 0.7
O 0.17524 0.23550 1.26035 -0.4 -0.6 0.5
H -4.30876 5.58150 6.41035 0.4 0.2 -1.9
H 4.33424 6.51250 0.95635 0.1 -0.1 0.3
H -1.40876 1.32750 3.80435 0.8 -0.3 -0.1
H -2.60076 0.19550 -6.03365 -0.4 0.0 -0.5
H 1.70624 -1.06050 -0.75765 -0.5 -0.2 0.9
O -3.01476 3.81250 6.58435 -0.4 1.4 0.9
O -2.69176 -1.38450 -0.92665 0.5 1.7 -1.7
C -2.74576 -2.23050 2.63635 1.6 3.8 1.9
C -2.21876 -0.11650 -5.07465 0.9 -1.0 -1.5
C 0.74524 0.23750 2.47635 1.7 2.3 1.5
H -4.16776 -1.96750 -4.48165 -0.2 0.8 -0.4
H -2.58376 -4.65650 2.45735 -0.2 -0.7 -0.4
H -3.66676 5.29450 7.82335 1.4 0.4 2.5
C 5.23724 -0.46250 -0.12265 0.2 0.9 0.7
H 0.92624 1.76250 -2.07065 1.0 0.1 0.5
H 1.84924 -2.22550 1.33935 1.0 0.0 0.1
O 1.01024 1.26450 3.08235 -0.9 -1.7 -1.0
H 0.41524 -0.83250 -4.74565 -0.5 -0.5 -0.4
C -2.80076 1.33650 1.01335 1.2 -0.4 0.9
C 2.82224 -1.08350 -3.73165 1.7 2.1 1.3
```
Forces are in eV/Å.

Results
- Kohn-Sham gap: 0.3469 Eh
- HOMO level: -9.42 eV
- E: -91487.0016 eV
- Relative energy (zero: lowest compared OMol25 entry of this formula, charge and spin): 3.061 eV

=====

(6)
Entry from the OMol25 dataset: an isolated ion of composition CH4IN2O and charge +1 (ωB97M-V/def2-TZVPD).

XYZ file:
```
9
Properties=species:S:1:pos:R:3:forces:R:3
H 0.17030 2.22298 -0.03448 1.6 2.2 0.2
H 1.09822 -2.01934 0.20192 -3.0 0.2 -0.4
I 2.28085 0.19165 0.00978 0.0 -0.1 -0.2
H -1.44153 -0.87081 0.34283 -0.3 0.1 -0.3
O 0.05469 -2.05276 0.02680 3.2 -3.9 0.4
C 0.23661 0.14419 -0.08358 -2.1 8.2 -0.3
H -1.47820 1.75980 -0.36326 2.7 -1.4 0.6
N -0.44311 1.49693 -0.13228 -1.5 -5.3 -0.5
N -0.47783 -0.87264 0.03227 -0.8 0.0 0.5
```
Forces are in eV/Å.

Results
- Kohn-Sham gap: 0.3714 Eh
- HOMO level: -14.91 eV
- E: -14220.1466 eV
- Relative energy (zero: lowest compared OMol25 entry of this formula, charge and spin): 1.281 eV
- Charge: +1